(1)
Molecular formula: C67H81N3O5P3S2Sn
Method: DFT, wB97M-V/def2-TZVPD

CARTESIAN COORDINATES (ANGSTROEM)
1 Sn -0.5954 0.8279 -0.0645
2 C -0.1855 -0.1823 -5.9507
3 C -0.7509 -1.5084 -5.4315
4 C 0.2185 -2.6325 -5.7930
5 P -1.1901 -1.2973 -3.6170
6 C -2.3387 -2.7438 -3.2646
7 C -2.2500 -4.0583 -4.0403
8 C -2.3483 -2.9990 -1.7506
9 C 0.4067 -1.6933 -2.8236
10 C 0.8822 -2.9895 -2.6204
11 C 2.1825 -3.2399 -2.2187
12 C 3.0365 -2.1568 -2.0284
13 C 2.5793 -0.8641 -2.1741
14 C 1.2502 -0.5761 -2.5565
15 N 0.7440 0.7011 -2.6190
16 C 1.4275 1.7549 -3.1418
17 C 2.4226 1.6520 -4.1676
18 C 3.0054 2.7518 -4.7523
19 C 2.6608 4.0466 -4.3451
20 C 1.6916 4.1738 -3.3699
21 C 1.0582 3.0746 -2.7830
22 P -0.2651 3.3334 -1.5703
23 C -1.5315 4.3911 -2.4784
24 C -1.4122 4.3722 -4.0030
25 C -2.9589 4.0228 -2.0314
26 C 0.4585 4.5170 -0.3027
27 C 0.2813 6.0243 -0.4998
28 C 1.9293 4.1660 -0.0474
29 H -0.1720 -0.1669 -7.0455
30 H -0.7701 0.6676 -5.5997
31 H 0.8362 -0.0386 -5.5969
32 H -1.7202 -1.6855 -5.9137
33 H 1.1792 -2.4732 -5.3000
34 H -0.1446 -3.6170 -5.5018
35 H 0.3906 -2.6410 -6.8750
36 H -3.3048 -2.2962 -3.5202
37 H -1.3338 -4.6068 -3.8211
38 H -3.0907 -4.6996 -3.7539
39 H -2.3084 -3.9000 -5.1179
40 H -1.5092 -3.6280 -1.4534
41 H -2.2693 -2.0627 -1.1916
42 H -3.2726 -3.4983 -1.4448
43 H 0.2320 -3.8296 -2.8258
44 H 2.5406 -4.2545 -2.0903
45 H 4.0707 -2.3300 -1.7598
46 H 3.2419 -0.0322 -1.9816
47 H 2.7041 0.6671 -4.5098
48 H 3.7300 2.6091 -5.5473
49 H 3.1289 4.9192 -4.7827
50 H 1.4179 5.1677 -3.0397
51 H -1.3500 5.4075 -2.1356
52 H -1.1910 3.3729 -4.3855
53 H -2.3540 4.7158 -4.4425
54 H -0.6181 5.0241 -4.3606
55 H -3.3740 3.2370 -2.6624
56 H -2.9930 3.6759 -0.9940
57 H -3.6195 4.8904 -2.1142
58 H -0.0968 4.2587 0.5975
59 H 0.6368 6.3760 -1.4688
60 H -0.7564 6.3378 -0.3721
61 H 0.8675 6.5346 0.2686
62 H 2.0715 3.0891 0.0363
63 H 2.5689 4.5372 -0.8501
64 H 2.2515 4.6080 0.8986
65 O -1.0348 5.0226 4.7737
66 C -0.9511 4.1997 3.8976
67 C 0.3294 3.5740 3.3749
68 O 1.4583 3.8415 3.7458
69 C -0.0850 2.6463 2.3251
70 C -1.4651 2.7607 2.0878
71 O -2.0219 2.1683 1.0978
72 C -2.0994 3.6265 3.0857
73 O -3.2820 3.8509 3.2471
74 O 0.6403 1.8622 1.6163
75 S -1.8457 -2.7119 5.1725
76 C -2.4242 -3.1896 6.7066
77 C -3.7384 -2.8767 6.8654
78 C -4.2872 -2.2460 5.7173
79 C -3.3812 -2.0790 4.7088
80 C -3.6055 -1.5141 3.3714
81 C -2.5484 -0.9876 2.5960
82 N -2.6930 -0.5392 1.3719
83 C -3.9175 -0.5429 0.8120
84 C -5.0381 -1.0385 1.4968
85 C -6.3134 -1.1004 0.8414
86 C -6.4398 -0.7432 -0.4496
87 C -5.3138 -0.2456 -1.1872
88 C -5.4017 0.0815 -2.5451
89 C -4.3108 0.5693 -3.2234
90 C -3.1270 0.7506 -2.4770
91 N -3.0155 0.4423 -1.2070
92 C -4.0703 -0.0900 -0.5555
93 C -4.3485 0.8935 -4.6532
94 C -3.3756 1.4758 -5.4105
95 C -3.7389 1.6362 -6.7749
96 C -4.9899 1.1753 -7.0353
97 S -5.7327 0.5405 -5.6298
98 C -4.8530 -1.5239 2.7962
99 H -1.7552 -3.6582 7.4115
100 H -4.2985 -3.0842 7.7662
101 H -5.3115 -1.9027 5.6586
102 H -1.5421 -0.9344 3.0078
103 H -7.1642 -1.4696 1.4021
104 H -7.3921 -0.8297 -0.9600
105 H -6.3460 -0.0638 -3.0598
106 H -2.2351 1.1651 -2.9370
107 H -2.4273 1.7987 -5.0075
108 H -3.0901 2.0706 -7.5228
109 H -5.5215 1.1689 -7.9742
110 H -5.6973 -1.9473 3.3280
111 C 2.1925 0.0363 6.5927
112 C 0.8615 -0.4391 5.9983
113 C 0.9088 -0.4781 4.4564
114 C 2.3480 -0.5517 3.9326
115 C 3.0571 0.7598 4.3028
116 C 2.7563 1.1867 5.7609
117 P 2.2658 -0.8566 2.0971
118 C 4.0273 -0.6052 1.5307
119 C 4.3755 0.8768 1.3021
120 C 5.6596 1.0224 0.4596
121 C 6.6091 -0.1726 0.6579
122 C 6.5130 -0.6975 2.0862
123 C 5.1225 -1.3035 2.3568
124 C 2.1814 -2.7273 1.9432
125 C 0.7097 -3.0982 1.6613
126 C 0.5168 -4.6104 1.6835
127 C 0.7647 -5.1632 3.1050
128 C 1.6756 -4.2364 3.9258
129 C 2.7711 -3.6336 3.0486
130 H 2.9109 -0.7893 6.6177
131 H 2.0405 0.3575 7.6257
132 H 0.0706 0.2453 6.3157
133 H 0.6083 -1.4271 6.3948
134 H 0.4465 0.4218 4.0389
135 H 0.3321 -1.3300 4.0926
136 H 2.8525 -1.3914 4.4185
137 H 2.7161 1.5544 3.6343
138 H 4.1335 0.6510 4.1655
139 H 2.0332 2.0077 5.7544
140 H 3.6620 1.5790 6.2278
141 H 4.0010 -1.0678 0.5362
142 H 4.5298 1.3747 2.2581
143 H 3.5307 1.3763 0.8250
144 H 6.1756 1.9410 0.7531
145 H 5.4168 1.1305 -0.5959
146 H 7.6352 0.1240 0.4298
147 H 6.3494 -0.9793 -0.0295
148 H 6.7002 0.1316 2.7774
149 H 7.2874 -1.4459 2.2713
150 H 4.9064 -1.2315 3.4255
151 H 5.1328 -2.3678 2.1043
152 H 2.7313 -2.9185 1.0155
153 H 0.4183 -2.6745 0.6975
154 H 0.0507 -2.6452 2.4126
155 H 1.2165 -5.0611 0.9727
156 H -0.4900 -4.8728 1.3496
157 H 1.2243 -6.1533 3.0377
158 H -0.1874 -5.2879 3.6275
159 H 2.1190 -4.7914 4.7562
160 H 1.0848 -3.4272 4.3693
161 H 3.3292 -4.4544 2.5832
162 H 3.4890 -3.0939 3.6657

Cartesian forces, eV/Å:
Sn 0.0 0.3 0.4
C -0.1 0.0 0.0
C 0.1 0.1 0.1
C -0.1 0.0 0.0
P 0.1 -0.4 -0.3
C 0.2 0.0 0.1
C -0.1 0.1 0.0
C -0.1 0.1 0.0
C 0.0 0.2 0.0
C 0.0 0.0 0.0
C 0.0 0.0 0.0
C -0.1 0.0 0.0
C 0.0 0.1 0.0
C 0.0 0.0 -0.3
N 0.1 0.0 0.0
C -0.1 -0.3 -0.2
C -0.1 -0.1 0.3
C -0.1 0.1 0.1
C 0.1 -0.1 -0.1
C 0.0 -0.1 0.0
C 0.0 0.4 0.0
P 0.2 0.2 -0.1
C -0.3 -0.2 0.2
C 0.0 0.0 0.0
C 0.1 0.1 0.2
C 0.1 -0.1 0.0
C 0.0 -0.1 0.1
C -0.1 0.0 0.0
H 0.0 0.0 0.0
H 0.1 0.0 0.0
H 0.0 0.0 0.0
H 0.0 0.0 0.0
H 0.0 0.0 0.0
H 0.0 0.0 0.0
H 0.0 0.0 0.0
H -0.1 0.0 0.0
H 0.0 0.0 0.0
H 0.0 0.0 0.0
H 0.0 0.0 0.0
H 0.0 0.0 0.0
H 0.0 -0.1 0.0
H 0.0 0.0 0.0
H 0.0 0.0 0.0
H 0.0 0.0 0.0
H 0.1 0.0 0.1
H 0.1 0.1 0.0
H 0.0 -0.1 0.0
H 0.0 0.0 0.0
H 0.0 0.0 0.0
H -0.1 0.1 0.0
H 0.1 0.0 -0.1
H 0.0 0.0 0.0
H 0.0 0.0 0.0
H 0.1 0.0 0.0
H 0.0 0.0 0.0
H 0.0 0.0 -0.1
H 0.0 0.0 -0.1
H 0.0 0.0 0.0
H 0.0 0.0 0.0
H 0.0 0.0 0.0
H 0.0 0.0 0.0
H 0.0 0.0 0.0
H 0.0 0.0 0.0
H 0.0 0.0 0.0
O 0.0 0.1 0.1
C 0.0 0.0 -0.1
C 0.0 0.0 0.0
O 0.1 -0.1 0.1
C -0.1 -0.1 0.1
C 0.0 0.2 0.1
O 0.0 -0.3 -0.4
C 0.0 -0.2 -0.1
O -0.1 0.1 0.0
O 0.0 0.1 -0.3
S -0.1 0.0 -0.1
C 0.1 0.0 0.0
C -0.1 0.0 0.0
C -0.1 0.0 0.1
C 0.1 0.0 0.0
C 0.1 0.0 0.0
C 0.0 0.0 -0.1
N 0.0 0.0 0.0
C 0.0 -0.1 0.0
C 0.0 0.0 -0.1
C 0.0 0.0 0.1
C 0.0 0.0 -0.1
C 0.1 -0.1 0.1
C 0.0 0.0 -0.2
C -0.2 0.0 -0.1
C 0.2 0.2 0.1
N 0.0 0.0 0.2
C 0.0 0.1 -0.1
C -0.1 0.0 0.0
C 0.1 0.1 0.0
C 0.0 0.0 0.0
C -0.1 0.0 0.0
S 0.0 0.0 0.0
C 0.0 0.0 0.0
H 0.0 0.0 0.0
H 0.0 0.0 0.0
H 0.0 0.0 0.0
H -0.1 0.0 0.0
H 0.0 0.0 0.0
H 0.0 0.0 0.0
H 0.0 0.0 0.0
H -0.2 0.0 0.1
H -0.1 -0.1 0.0
H 0.0 0.0 0.0
H 0.0 0.0 0.0
H 0.0 0.0 0.0
C -0.1 0.1 -0.1
C 0.1 0.0 -0.1
C 0.1 0.0 0.2
C -0.2 0.0 -0.1
C -0.1 0.0 0.1
C -0.1 0.0 0.0
P 0.4 -0.1 -0.1
C 0.0 0.1 0.1
C 0.0 -0.1 -0.1
C 0.0 -0.1 0.1
C 0.0 0.2 0.1
C 0.0 0.0 0.0
C 0.1 0.1 -0.1
C -0.3 0.1 0.1
C 0.1 -0.1 -0.1
C 0.0 0.0 0.2
C 0.0 0.1 -0.1
C 0.0 0.0 -0.1
C 0.0 0.0 0.0
H 0.0 0.0 0.0
H 0.0 0.0 0.0
H 0.0 -0.1 0.0
H 0.0 0.0 0.0
H 0.0 0.0 -0.1
H 0.0 0.0 0.0
H 0.0 0.0 0.0
H 0.1 0.0 0.0
H 0.0 0.0 0.0
H 0.0 0.0 0.0
H 0.0 0.0 0.0
H 0.0 0.0 0.0
H -0.1 0.0 0.0
H 0.0 0.1 0.0
H 0.0 0.0 0.0
H -0.1 0.0 -0.1
H 0.0 0.0 -0.1
H 0.0 -0.1 -0.1
H 0.0 0.0 0.0
H 0.0 0.0 0.1
H 0.0 -0.1 0.0
H 0.0 0.0 0.0
H 0.0 0.0 0.0
H 0.0 0.0 0.0
H 0.0 0.0 0.0
H 0.0 0.0 0.0
H 0.0 0.0 0.0
H 0.0 0.0 0.0
H 0.0 0.0 0.0
H 0.0 0.0 0.0
H 0.0 0.0 0.0
H 0.0 0.0 0.0
H 0.0 0.0 0.0

Values from the calculation:
total charge	-1
frontier orbital gap	5.4	eV
LUMO level	1.2	eV

Mulliken population analysis, charges in e, atoms 1 to 5: 2.836 -1.378 0.495 -1.555 1.347

(2)
Molecular formula: C32H31N5O2RuS
Method: DFT, wB97M-V/def2-TZVPD

CARTESIAN COORDINATES (ANGSTROEM)
1 Ru 9.4947 12.0226 10.6747
2 O 9.4445 9.9484 10.7395
3 C 8.6125 9.0779 10.2668
4 C 9.0621 7.7739 9.9537
5 C 8.2597 6.8095 9.3992
6 C 6.8966 7.0525 9.2578
7 C 6.4102 8.3110 9.5595
8 C 7.2342 9.3126 10.0654
9 C 6.5632 10.5574 10.3936
10 N 7.1217 11.6193 10.8022
11 C 6.3603 12.7631 11.2093
12 C 6.8707 13.2010 12.6035
13 N 8.2787 12.9155 12.6817
14 C 8.7762 12.6819 13.8286
15 C 10.1591 12.6541 14.2427
16 C 10.4383 12.6302 15.6183
17 C 11.7386 12.6440 16.1016
18 C 12.7854 12.8354 15.1932
19 C 12.5270 12.9697 13.8347
20 C 11.2277 12.7679 13.3128
21 O 11.0146 12.6811 12.0330
22 H 10.1108 7.5484 10.0709
23 H 8.6678 5.8483 9.1274
24 H 6.1965 6.3021 8.8983
25 H 5.3529 8.5233 9.3978
26 H 5.4603 10.5475 10.2930
27 H 5.2775 12.5447 11.2617
28 H 6.5272 13.5395 10.4751
29 H 6.2971 12.6977 13.3844
30 H 6.6939 14.2717 12.7026
31 H 8.0676 12.5822 14.6615
32 H 9.6220 12.5842 16.3363
33 H 11.9296 12.5913 17.1456
34 H 13.7755 12.8845 15.5954
35 H 13.3381 13.1205 13.1473
36 C 11.3401 10.1477 6.2921
37 C 11.0164 9.5424 7.6875
38 C 12.1935 9.6140 8.6194
39 C 13.0691 8.5356 8.6854
40 C 14.2003 8.5990 9.4666
41 C 14.4902 9.7446 10.1878
42 C 13.6683 10.8455 10.1332
43 C 14.0714 12.0884 10.8646
44 C 15.1114 12.8923 10.0864
45 C 12.4992 10.7633 9.3435
46 N 11.5480 11.8422 9.3338
47 C 11.8179 12.9855 8.7976
48 C 10.9301 14.0950 8.9679
49 C 10.9714 15.3626 8.3750
50 C 9.9174 16.1015 8.8928
51 C 9.2489 15.2536 9.7684
52 N 9.8472 14.0510 9.8126
53 H 10.4252 10.0974 5.6698
54 H 12.1241 9.5503 5.8160
55 H 11.6224 11.1877 6.3757
56 H 10.7386 8.4921 7.6203
57 H 10.1562 10.0616 8.1205
58 H 12.8136 7.6310 8.1008
59 H 14.8381 7.7169 9.5031
60 H 15.3893 9.7979 10.7586
61 H 14.5065 11.8089 11.8283
62 H 13.1673 12.6597 11.0802
63 H 15.9802 12.2896 9.8318
64 H 15.4334 13.7423 10.6804
65 H 14.6966 13.2949 9.1441
66 H 12.7069 13.1522 8.2032
67 H 11.7027 15.6671 7.6400
68 H 9.6773 17.1147 8.6326
69 H 8.3632 15.4868 10.3517
70 S 8.7044 12.9690 5.9442
71 C 8.6854 12.1797 7.4061
72 N 8.7658 11.6436 8.4575

Cartesian forces, eV/Å:
Ru -0.3 0.4 -0.3
O 0.1 -0.1 0.4
C 0.0 -0.5 0.0
C 0.6 0.0 -0.4
C -0.4 0.1 0.5
C -0.7 0.2 -0.4
C -0.1 -0.7 -0.1
C -0.5 0.7 -0.1
C -0.2 0.0 0.0
N 0.5 -0.3 0.0
C -0.4 -0.2 0.5
C -0.4 -0.3 -0.9
N 0.8 0.2 -0.3
C -0.3 0.3 0.7
C 0.2 0.0 0.1
C 0.3 -0.3 0.2
C -0.6 0.3 -0.9
C -1.0 0.1 -0.5
C 0.3 -0.4 0.7
C -0.5 -0.2 -0.6
O 0.6 0.0 0.7
H 0.2 0.2 0.1
H 0.1 -0.1 0.0
H 0.3 0.0 -0.1
H 0.2 0.0 0.1
H 0.3 -0.1 0.1
H 0.3 0.1 -0.1
H 0.1 0.4 -0.2
H 0.0 -0.2 0.2
H 0.1 0.1 0.1
H 0.0 0.0 0.2
H 0.0 -0.1 -0.2
H 0.1 -0.1 0.7
H 0.6 0.1 -0.1
H 0.1 0.1 -0.1
C -0.9 -1.0 0.3
C 0.0 0.4 0.1
C 0.1 -0.1 -0.3
C -0.5 -0.3 -0.4
C 0.3 -0.7 0.0
C 0.0 -0.5 -0.5
C -0.7 0.1 -0.4
C -0.1 0.0 0.0
C -0.5 0.4 -0.4
C -0.3 0.8 0.2
N 0.7 0.0 0.1
C -0.9 -0.4 0.4
C -0.3 0.7 -0.2
C 0.8 -0.3 -0.2
C 0.1 0.1 -0.2
C -0.1 -0.2 0.1
N -0.2 -0.3 0.2
H 0.5 0.1 0.2
H 0.1 0.3 0.0
H 0.2 0.2 0.0
H -0.1 -0.1 -0.3
H 0.3 -0.1 -0.1
H 0.3 0.5 0.4
H 0.1 0.3 0.1
H 0.5 0.0 0.5
H 0.0 -0.1 0.0
H 0.2 0.2 -0.1
H 0.1 -0.1 0.0
H 0.2 0.2 0.1
H 0.2 -0.2 0.4
H 0.3 -0.1 -0.2
H 0.0 0.1 0.0
H -0.2 0.2 0.0
H 0.1 -0.2 0.0
S -0.2 -0.6 0.8
C 0.4 0.2 0.3
N -0.5 0.7 -1.1

Values from the calculation:
total charge	-1
frontier orbital gap (spin up / spin down)	7.3 / 6.4	eV
spin multiplicity	6
ΔE to the lowest compared entry with this formula, charge and spin	0.0000	eV
<S²>	8.7592
LUMO level (spin up / spin down)	2.7 / 1.8	eV

Mulliken population analysis, charges in e, atoms 1 to 5: 0.745 -0.666 0.189 -0.391 -0.509

(3)
Molecular formula: C5H8OS
Method: DFT, wB97M-V/def2-TZVPD

CARTESIAN COORDINATES (ANGSTROEM)
1 O -1.5910 0.0865 1.2475
2 C -1.6576 0.0279 -0.1240
3 C -0.6020 0.7735 -0.8704
4 C 0.5435 1.3215 -0.0984
5 S 1.7108 -0.0136 0.3102
6 C 0.5362 -1.3307 -0.1254
7 C -0.6388 -0.7484 -0.8873
8 H -1.8014 -0.7556 1.6750
9 H -2.6685 -0.0331 -0.5082
10 H -0.9305 1.3190 -1.7368
11 H 1.0546 2.0461 -0.7047
12 H 0.2839 1.8642 0.7929
13 H 1.0622 -2.0019 -0.8359
14 H 0.1887 -1.8566 0.7838
15 H -0.9218 -1.3199 -1.7763

Cartesian forces, eV/Å:
O 0.1 0.1 1.2
C -0.3 -0.6 -0.2
C -0.9 -0.6 -0.3
C 0.7 0.4 0.1
S -0.3 0.0 0.0
C 0.1 -0.6 -0.4
C 0.7 0.0 -0.2
H 0.0 0.2 -0.4
H -0.1 0.3 -0.2
H 0.0 0.1 -0.2
H 0.4 0.2 -0.4
H -0.5 -0.1 0.5
H -0.3 0.1 0.8
H 0.4 0.0 -0.5
H -0.1 0.4 0.3

Values from the calculation:
total charge	0
structure (SMILES)	O[C@H]1[C@H]2CSC[C@@H]12
frontier orbital gap	9.1	eV
ΔE to the lowest compared entry with this formula, charge and spin	0.9933	eV
LUMO level	0.8	eV

natural (NBO) population analysis, charges in e, atoms 1 to 5: -0.707 0.092 -0.248 -0.524 0.184